The following is a quantum chemistry calculation of the ion C5H10N3 with charge +1, from the Open Molecules 2025 dataset.

The SMILES is CC1=[NH+][C@H](N)NC=C1. Its total charge is +1. The total energy is -9810.07618 eV. For the LUMO energy, the calculation gives -4.05 eV. The energy relative to the best compared isomer or geometry (same formula, charge and spin) is 161.3 kJ/mol.

CARTESIAN COORDINATES (ANGSTROEM)
1 C 1.1860 -0.7796 -0.7234
2 C 1.7310 0.5002 -0.7941
3 C -0.0007 1.3536 0.8016
4 C 0.1114 -0.9931 0.0832
5 C -0.7140 -2.1891 0.0355
6 N 1.1480 1.5136 -0.2109
7 N -0.2423 -0.0638 0.9314
8 N -1.1366 1.9004 0.1007
9 H 1.8043 -1.5480 -1.2239
10 H 2.5925 0.8473 -1.4464
11 H 0.4259 1.9608 1.6487
12 H -1.3808 -1.9710 0.9481
13 H -0.2011 -3.1686 0.0401
14 H -1.2999 -2.1256 -0.9153
15 H 1.2755 2.5168 -0.4162
16 H -1.1262 -0.1759 1.4446
17 H -1.6050 1.1931 -0.5226
18 H -1.7375 2.6140 0.6638

Cartesian forces, eV/Å:
C 2.92 -0.11 -1.16
C 0.64 1.29 -1.35
C 1.24 1.28 -3.26
C 1.36 -0.64 -0.78
C -1.86 -0.13 1.05
N -0.93 0.58 1.84
N -1.36 1.25 2.40
N -1.37 1.53 1.80
H -1.15 0.22 0.29
H -1.08 -1.10 0.68
H -1.42 -1.04 -0.17
H 0.39 -1.65 -1.50
H -0.18 0.70 0.26
H 0.19 -0.15 0.82
H 0.45 -1.06 -0.12
H 0.62 -0.33 -0.28
H 0.37 1.49 1.18
H 1.18 -2.13 -1.70